(1)
DFT (ωB97M-V/def2-TZVPD) results for a 2-piece molecular cluster, C6H10N4O2 overall in a non-equilibrium geometry.

Results
SMILES: [H]/N=c1\nc[nH]o1.C#C[C@@H](N)CO
Charge: 0
Energy relative to the best compared isomer or geometry (same formula, charge and spin) (kcal/mol): 101.29
Highest occupied orbital energy (eV): -9.22
Orbital gap (eV): 9.6

Geometry (Å):
H 0.0522 -2.3408 -2.8670
N 0.3985 -1.9302 -2.0292
C 1.6468 -1.6313 -2.1548
N 2.4625 -1.6587 -3.2500
C 3.6333 -1.2622 -2.8234
N 3.6611 -0.9969 -1.5053
O 2.3335 -1.1493 -1.0597
H 4.5122 -1.1663 -3.4912
H 4.2908 -1.4203 -0.8216
C -0.6620 0.5477 0.0416
C -1.3479 1.2124 0.8136
C -2.3108 1.7944 1.7712
N -3.6653 1.3742 1.3788
C -2.0384 1.3509 3.2168
O -2.9974 2.0189 4.0311
H -0.0140 -0.0575 -0.6088
H -2.2733 2.8819 1.7251
H -4.3186 1.8909 1.9687
H -3.7976 0.4062 1.6433
H -2.1215 0.2507 3.2948
H -1.0164 1.6665 3.5350
H -3.5270 1.3421 4.5004


(2)
DFT (ωB97M-V/def2-TZVPD) results for one molecule with the formula C4H4F2 in a non-equilibrium geometry.

Results
Charge: 0
Energy relative to the best compared isomer or geometry (same formula, charge and spin) (kcal/mol): 72.00
Highest occupied orbital energy (eV): -9.63
Orbital gap (eV): 9.2

Geometry (Å):
C -0.4350 -0.8393 0.3752
C 0.9375 1.2279 -0.1504
C -1.9653 -0.9876 -0.2154
C 0.7242 -0.0573 -0.2260
F -2.2368 0.2578 -0.6637
F 1.5442 -0.9773 -0.8347
H -0.6859 -0.3158 1.3070
H -0.0536 -1.8597 0.4953
H 0.4269 1.8517 0.5295
H 1.7438 1.6997 -0.6169


(3)
DFT (ωB97M-V/def2-TZVPD) results for a 7-piece molecular cluster, C25H54N2O9 overall in a non-equilibrium geometry.

Results
Charge: 0
Energy relative to the best compared isomer or geometry (same formula, charge and spin) (kcal/mol): 41.58
Highest occupied orbital energy (eV): -8.80
Orbital gap (eV): 8.7

Geometry (Å):
C -2.3463 -2.9178 3.4428
N -0.8863 -2.4468 3.3748
C -0.8493 -0.9858 3.5438
C -0.2223 -3.0568 4.5038
C -0.3323 -2.8998 2.0128
C 1.0987 -2.3248 1.4358
O 1.2227 -2.6538 0.1418
H -2.6603 -2.6448 4.2718
H -2.3853 -3.9648 3.6388
H -2.8833 -2.6168 2.6498
H -1.4723 -0.7028 4.5218
H -1.3463 -0.2348 2.8788
H 0.1497 -0.6248 3.7368
H -0.6033 -2.8278 5.4718
H 0.8777 -2.9668 4.3638
H -0.3863 -4.2168 4.2748
H -1.1493 -2.7098 1.3618
H -0.5183 -3.9708 2.2458
H 1.9297 -2.9468 1.7778
H 1.4777 -1.4158 1.7878
H 0.7487 -1.7438 -0.4102
N -0.6503 0.1072 -0.0662
O 0.1457 0.7962 0.6228
O -1.8553 0.1602 0.1428
O -0.2193 -0.6628 -0.9542
C -0.3073 2.9302 -3.3572
C 0.7217 3.6862 -4.0952
C 1.6567 2.4902 -4.5682
O 0.7917 1.3512 -4.6282
C -0.0543 1.4782 -3.4742
H -1.2333 3.2322 -3.6412
H -0.3493 3.2152 -2.3092
H 1.2987 4.5242 -3.5052
H 0.3257 4.3412 -5.0202
H 2.3847 2.2602 -3.7892
H 2.3717 2.6962 -5.2802
H 0.1997 0.9822 -2.4912
H -0.9513 0.7602 -3.6612
C 1.3847 3.1872 0.3398
C 2.0587 4.4142 -0.5512
C 1.1217 5.6342 -0.3082
O 0.5007 5.2862 0.8988
C 0.0627 3.9242 0.7738
H 1.9287 2.8912 1.1828
H 1.1747 2.3922 -0.2302
H 2.3647 4.0832 -1.4822
H 2.9837 4.7252 0.0818
H 0.5177 5.8382 -1.1032
H 1.5617 6.5732 -0.3222
H -0.5133 3.7192 0.0238
H -0.3153 3.3182 1.6018
C 5.3017 0.5772 -0.2142
C 3.8967 0.9752 -0.6992
C 3.0337 -0.1718 -0.2692
O 3.5547 -0.5578 1.0498
C 4.8787 -0.4388 0.8968
H 5.7627 1.3562 0.3288
H 5.9407 0.0782 -0.9052
H 3.7967 1.0252 -1.8022
H 3.6647 1.9952 -0.4312
H 3.0417 -0.9698 -0.9462
H 1.9397 0.1412 -0.2662
H 5.0287 -1.4798 0.5808
H 5.5257 -0.4158 1.8968
C 0.3937 -1.9498 -4.3122
C 0.7637 -2.9698 -5.4882
C 0.2767 -4.3778 -4.9202
O -0.8893 -3.8648 -4.2772
C -0.6413 -2.7208 -3.4542
H -0.0663 -1.0408 -4.5512
H 1.0987 -1.8168 -3.4862
H 1.7277 -2.8198 -5.7522
H 0.2227 -2.4728 -6.3492
H 1.0407 -4.6568 -4.3002
H 0.3557 -5.0148 -5.8272
H -0.3883 -2.8848 -2.4312
H -1.4473 -2.0068 -3.3932
C -6.0063 -0.9798 3.7088
C -5.4003 -0.1248 2.5648
C -4.2413 0.6382 3.1748
O -3.7873 -0.2158 4.2498
C -4.9793 -0.7018 4.8628
H -5.9683 -2.0968 3.5378
H -7.0263 -0.5828 4.2308
H -6.0123 0.5842 2.2298
H -4.9763 -0.4598 1.6748
H -4.6433 1.5272 3.4968
H -3.2763 0.7982 2.5578
H -5.2483 0.0582 5.5958
H -4.8203 -1.4248 5.5808


(4)
DFT (ωB97M-V/def2-TZVPD) results for a 8-piece molecular cluster, C19H55BF4N3O10 overall in a non-equilibrium geometry.

Results
Charge: 0
Multiplicity: 2
Highest occupied orbital energy (spin up / spin down) (eV): -8.89 / -8.89
Orbital gap (spin up / spin down) (eV): 9.2 / 5.0

Geometry (Å):
B -24.9707 -4.5215 14.5430
F -24.3539 -5.3543 13.5859
F -25.4262 -3.4072 13.8161
F -25.9806 -5.1995 15.1754
F -24.0490 -4.2492 15.5203
C -24.5841 -7.9803 18.9808
C -24.8471 -7.1347 17.7170
O -23.6952 -6.2269 17.6646
O -25.1787 -7.4885 20.0895
H -23.5367 -8.1918 19.1963
H -24.8941 -9.0146 18.8315
H -25.8047 -6.6236 17.8170
H -24.8612 -7.8244 16.8731
H -23.7359 -5.9465 16.7474
H -24.8592 -7.8857 20.9029
C -23.2526 -1.9227 18.8841
C -21.9327 -2.7844 18.7797
O -21.7417 -3.1025 17.4180
O -24.4119 -2.5021 18.3284
H -23.1853 -0.9529 18.3912
H -23.3386 -1.6223 19.9284
H -22.1744 -3.6946 19.3284
H -21.1478 -2.1815 19.2364
H -22.5234 -3.4975 17.0250
H -24.6044 -3.2773 18.8609
C -27.1809 -8.1032 14.1915
C -27.8061 -9.4520 14.3398
O -27.0801 -10.4690 13.6765
O -25.7631 -8.1036 14.2960
H -27.7521 -7.4363 14.8372
H -27.3635 -7.8984 13.1366
H -28.8544 -9.3769 14.0507
H -27.7479 -9.6625 15.4077
H -26.1488 -10.2370 13.6565
H -25.4663 -7.2419 13.9945
C -25.9370 -4.4503 10.5898
O -26.8694 -4.8373 11.5705
H -26.4656 -4.4016 9.6378
H -25.5573 -3.4628 10.8520
H -25.3038 -5.3341 10.5132
H -26.5425 -4.4913 12.4042
C -23.4722 -1.0513 14.6484
C -24.8848 -0.5670 14.8741
C -25.6987 -0.3954 13.5381
O -27.0947 -0.7784 13.5574
C -27.7262 -0.6833 12.3396
N -25.5948 -1.6393 15.6782
H -23.4186 -1.8236 13.8811
H -23.0857 -1.4298 15.5948
H -22.8284 -0.2305 14.3324
H -24.8275 0.3617 15.4418
H -25.2567 -1.0359 12.7749
H -25.4984 0.5898 13.1169
H -27.9398 0.3726 12.1735
H -28.6669 -1.2213 12.2226
H -27.1125 -1.1508 11.5697
H -25.2970 -1.6506 16.6433
H -25.3004 -2.5330 15.3111
C -29.0554 -5.3515 16.8466
C -28.7946 -3.8683 16.7218
C -28.0099 -3.3491 17.9185
O -27.7998 -1.9194 17.8058
C -27.6573 -1.2968 19.1433
N -27.9958 -3.4930 15.5371
H -28.1069 -5.7315 16.4671
H -29.8578 -5.6435 16.1690
H -29.3186 -5.6611 17.8580
H -29.7643 -3.4213 16.5026
H -27.0937 -3.9394 17.9054
H -28.6359 -3.6435 18.7609
H -27.3139 -2.0105 19.8921
H -28.6374 -1.0649 19.5600
H -27.1220 -0.3605 18.9854
H -28.5871 -3.9050 14.8295
H -27.1355 -4.0214 15.5067
C -22.6355 -8.7866 12.7010
C -21.6924 -7.5793 12.2858
C -21.5095 -6.7135 13.5015
O -20.5582 -5.6561 13.5569
C -20.9945 -4.5216 14.1778
N -20.3586 -8.0607 11.9604
H -23.6829 -8.4852 12.6854
H -22.3174 -9.1751 13.6685
H -22.5072 -9.4941 11.8818
H -22.0662 -7.0228 11.4263
H -21.1292 -7.4347 14.2249
H -22.5260 -6.5427 13.8561
H -21.9687 -4.1805 13.8274
H -20.2976 -3.7070 13.9804
H -20.8626 -4.6031 15.2567
H -19.8949 -8.0648 12.8577
H -19.8757 -7.2208 11.6747


(5)
DFT (ωB97M-V/def2-TZVPD) results for C25H33B3N3O11P as an isolated structure in a non-equilibrium geometry.

Results
Charge: 0
Highest occupied orbital energy (eV): -8.40
Orbital gap (eV): 7.6

Geometry (Å):
C 4.0582 -4.0241 2.4248
C 4.0422 -3.1439 3.6845
C 3.8851 -1.6449 3.3825
C 2.4270 -1.1538 3.4962
C 1.9523 -0.2352 2.3673
C 2.2001 -0.7103 0.9252
C 0.9592 -1.2410 0.1802
B 0.4205 -2.6247 0.6359
O -0.0518 -3.5760 -0.2751
B -1.1503 -4.2348 0.2111
O -1.8826 -3.7152 1.2699
B -1.1222 -3.0643 2.2236
P -1.7722 -2.1305 3.8314
O -2.8488 -3.2012 4.4659
O -2.8970 -1.1598 3.1107
O 0.2366 -2.9813 1.9775
H 3.0523 -4.3589 2.1651
H 4.4565 -3.4780 1.5712
H 4.6509 -4.9220 2.5927
H 4.9606 -3.3142 4.2479
H 3.2266 -3.4654 4.3341
H 4.4808 -1.1027 4.1201
H 4.3259 -1.4112 2.4144
H 2.3485 -0.5867 4.4266
H 1.7545 -2.0014 3.6196
H 0.8864 -0.0293 2.5086
H 2.4533 0.7276 2.5027
H 2.9710 -1.4777 0.8543
H 2.5584 0.1516 0.3665
H 1.2158 -1.3454 -0.8764
H 0.1270 -0.5327 0.2372
H -1.4756 -5.2855 -0.2412
H -2.3745 -3.6862 5.1429
H -2.4945 -0.6744 2.3844
C 1.2308 6.0344 1.3718
C 2.2541 5.3678 0.7114
C 2.0306 4.1133 0.1673
C 0.7743 3.5512 0.2955
C -0.2584 4.1949 0.9536
C -0.0219 5.4474 1.4942
N 0.5263 2.2278 -0.2943
O 1.4531 1.6711 -0.8457
O -0.5942 1.7633 -0.1918
H 1.4060 7.0180 1.7850
H 3.2281 5.8275 0.6152
H 2.8178 3.5848 -0.3488
H -1.2282 3.7286 1.0406
H -0.8170 5.9700 2.0073
C -0.2035 7.1313 -4.6057
C 0.7430 8.1455 -4.5455
C 1.0191 8.7684 -3.3396
C 0.3360 8.3569 -2.2110
C -0.6131 7.3525 -2.2479
C -0.8817 6.7377 -3.4597
N 0.6394 8.9984 -0.9213
O 1.4737 9.8779 -0.9065
O 0.0440 8.5937 0.0570
H -0.4125 6.6447 -5.5490
H 1.2695 8.4511 -5.4389
H 1.7527 9.5580 -3.2781
H -1.1298 7.0540 -1.3481
H -1.6195 5.9489 -3.5083
C -4.0841 -5.2113 -2.2870
C -3.0574 -5.7787 -3.0301
C -3.2404 -7.0081 -3.6415
C -4.4577 -7.6461 -3.4968
C -5.4908 -7.1024 -2.7580
C -5.2963 -5.8737 -2.1486
N -4.6632 -8.9463 -4.1591
O -3.7340 -9.4121 -4.7849
O -5.7498 -9.4727 -4.0404
H -3.9398 -4.2496 -1.8123
H -2.1126 -5.2631 -3.1341
H -2.4511 -7.4618 -4.2214
H -6.4288 -7.6276 -2.6605
H -6.0931 -5.4321 -1.5664


(6)
DFT (ωB97M-V/def2-TZVPD) results for one molecule with the formula C2H5N3S2 in a non-equilibrium geometry.

Results
Charge: 0
Energy relative to the best compared isomer or geometry (same formula, charge and spin) (kcal/mol): 116.06
Highest occupied orbital energy (spin up / spin down) (eV): -7.86 / -8.65
Orbital gap (spin up / spin down) (eV): 6.7 / 8.4

Geometry (Å):
C 1.0650 -0.6658 0.2549
C -0.2257 -0.7320 -0.3696
N 1.7497 -1.7038 0.4952
N -2.6264 0.3760 -0.0206
N 0.4864 1.7093 -0.5229
S 1.7254 1.0004 0.1613
S -1.3062 0.1955 0.8231
H -0.0508 -0.1537 -1.2020
H -0.5548 -1.6843 -0.6829
H 2.6850 -1.4840 0.9205
H -3.4823 0.4495 0.5582
H 0.5346 2.6930 -0.4152